{"formula": "C42H67FN5O4S2", "method": "ωB97M-V with the def2-TZVPD basis set", "elements": ["C", "H", "H", "H", "C", "H", "C", "H", "H", "C", "C", "N", "C", "C", "C", "H", "C", "C", "H", "H", "H", "H", "H", "H", "H", "C", "H", "H", "C", "C", "H", "N", "H", "C", "H", "H", "H", "N", "H", "H", "C", "F", "H", "C", "H", "H", "N", "C", "C", "H", "H", "C", "H", "H", "C", "H", "H", "H", "O", "H", "C", "H", "H", "C", "C", "C", "C", "N", "H", "O", "H", "H", "C", "H", "H", "C", "H", "S", "C", "C", "H", "C", "H", "H", "C", "H", "H", "C", "C", "H", "O", "C", "H", "H", "C", "H", "H", "H", "H", "C", "H", "H", "H", "C", "H", "H", "H", "C", "S", "H", "H", "C", "C", "H", "H", "C", "H", "O", "H", "C", "H"], "xyz": [[-1.777, 3.072, -0.419], [-4.244, 2.836, -2.749], [-3.023, 9.036, -2.176], [9.679, -7.794, -1.536], [-3.252, 3.465, -0.191], [-3.360, 3.983, 0.767], [-3.589, 3.712, -2.669], [-3.353, 5.343, -1.262], [-3.943, 9.890, 3.689], [-1.965, -4.972, -0.196], [-1.252, 4.544, -3.214], [-2.269, -6.327, 0.287], [-3.661, -6.706, 0.106], [6.060, -6.324, 0.397], [-0.874, 4.303, -0.165], [-3.323, 7.533, -1.336], [-1.838, 10.455, -0.294], [8.742, -8.364, -1.914], [8.038, -2.765, 1.913], [5.988, -6.692, 3.116], [2.374, -6.451, -0.039], [-2.433, 3.122, -5.095], [-3.919, 4.410, -3.446], [-5.868, -9.595, 1.128], [-1.816, 10.703, -1.359], [-4.110, -8.052, 0.799], [-1.657, 8.088, -1.585], [-0.312, 1.763, 0.563], [-1.352, 2.079, 0.695], [-6.658, -7.853, -0.207], [7.234, -5.305, 2.031], [5.730, -7.476, 2.499], [-0.918, 4.606, 0.886], [7.324, -7.226, -0.083], [-4.507, 10.323, -0.523], [-0.412, 9.982, 2.527], [-7.712, -8.290, -0.327], [-2.119, 8.436, 1.129], [8.795, -4.856, 0.108], [-1.204, -1.373, 0.590], [-1.753, -3.706, 0.673], [7.850, -6.124, -2.339], [-0.897, 7.668, 3.478], [-1.826, -4.788, -1.757], [0.946, -5.368, 1.614], [-3.873, 2.563, -0.118], [-1.532, 2.527, -1.789], [6.695, -4.985, 1.052], [-4.176, 9.624, 0.253], [8.669, -9.310, -1.279], [3.772, -6.458, 2.813], [-1.457, 10.210, 2.755], [-4.465, -4.968, -1.249], [7.474, -2.051, 0.250], [-1.252, -2.187, -1.564], [-1.981, 1.186, 0.727], [6.597, -7.859, -2.193], [-1.836, -3.758, 1.806], [5.026, -4.508, -1.245], [-2.205, 11.351, 0.209], [-1.482, -3.444, -2.444], [-1.746, 11.094, 2.191], [-2.732, 1.619, -4.254], [7.804, -4.263, 0.152], [3.921, -6.297, 1.674], [-3.808, 4.349, -1.301], [7.489, -7.345, -1.668], [5.137, -7.077, 1.300], [-2.565, 7.092, 3.643], [-2.045, 1.265, -1.827], [-0.797, 10.292, -0.002], [-1.067, 2.176, -4.502], [-1.936, 7.985, 3.612], [-1.431, 2.546, 1.682], [7.498, -4.065, -0.928], [-2.710, 9.202, -0.013], [8.925, -8.562, -3.030], [-0.182, -7.566, 1.762], [5.141, -5.846, -0.867], [-2.084, 2.500, -4.265], [-1.620, 5.441, -2.712], [-2.362, 8.979, 2.500], [7.084, -8.297, 0.294], [6.484, -8.160, 2.376], [-1.770, -6.592, 1.653], [3.999, -5.167, 1.527], [-1.228, 4.792, -4.279], [-4.732, -5.943, -0.728], [-2.122, 3.291, -2.932], [-1.163, 5.186, -0.730], [4.433, -6.688, -1.549], [8.181, -2.800, 0.778], [5.915, -4.208, 1.367], [8.305, -6.941, 0.458], [-5.567, -8.606, 0.649], [-5.465, 10.413, 1.784], [-4.458, 8.472, 2.802], [-1.427, -3.444, -3.594], [-4.831, 8.748, 0.172], [-1.404, -2.339, -0.001], [-6.969, -5.956, -1.504], [-1.500, 10.510, 3.807], [2.659, -8.017, 0.939], [-2.674, 8.413, -1.347], [9.243, -2.524, 0.437], [-0.210, 4.383, -2.920], [1.614, -6.460, 3.028], [-4.393, 10.259, 1.622], [-2.520, -6.133, 3.107], [-3.937, 11.253, 1.661], [0.172, 4.076, -0.391], [1.277, -6.424, 1.920], [2.552, -6.875, 1.004], [-2.013, 8.450, 4.599], [-0.990, -1.206, -2.079], [-6.192, -6.510, -0.866], [-1.974, -5.721, -2.415], [-2.633, 7.174, 1.090], [-4.880, 4.502, -1.140], [-3.836, 9.373, 2.730], [-3.397, -8.687, 1.424]], "multiplicity": 3, "e_lumo_ha": [0.03094, 0.02060], "total_charge": -1, "s_squared": 2.01, "total_energy_ha": -3110.96928}

=====

{"formula": "C4H12", "method": "ωB97M-V with the def2-TZVPD basis set", "elements": ["H", "H", "H", "C", "H", "H", "H", "C", "C", "H", "H", "C", "H", "H", "H", "H"], "xyz": [[-0.550, 3.176, 1.518], [0.601, -3.153, -1.675], [0.951, -0.721, 0.068], [-1.252, 1.200, 1.192], [0.457, -0.384, -1.485], [2.026, -2.169, -1.996], [1.894, -2.580, -0.175], [0.518, -1.212, -0.708], [1.252, -2.362, -1.147], [-0.671, 2.743, -0.347], [-1.285, 0.829, 2.312], [-0.544, 2.387, 0.718], [0.532, 2.269, 0.515], [-0.550, -1.532, -0.581], [-1.020, 0.285, 0.698], [-2.358, 1.226, 1.094]], "multiplicity": 1, "smiles": "CC.CC", "relative_energy_kcal_mol": 43.2, "e_lumo_ha": 0.03906, "total_charge": 0, "total_energy_ha": -159.51612}

=====

{"formula": "C7H7AsBF2O3PtS5", "method": "ωB97M-V with the def2-TZVPD basis set", "elements": ["F", "H", "H", "S", "C", "F", "C", "S", "C", "Pt", "O", "O", "B", "S", "S", "H", "S", "C", "H", "O", "As", "C", "H", "C", "H", "H", "C"], "xyz": [[-2.338, 3.707, -0.504], [3.016, -2.899, 0.577], [1.458, -0.312, 2.812], [-3.021, -0.309, 0.766], [0.828, -0.691, 2.015], [-0.083, 3.838, -0.432], [2.798, -2.053, 1.227], [2.328, 3.762, -2.863], [-0.756, -1.648, -0.064], [-0.937, 0.563, -0.994], [-3.759, -1.542, 0.710], [-3.286, 0.572, 1.871], [-1.164, 3.341, -1.001], [1.115, 1.039, -4.924], [1.301, 0.660, -1.352], [3.036, -2.332, 2.255], [-1.143, 2.282, -2.511], [-0.459, -0.245, 1.909], [0.968, -2.813, -0.623], [-3.012, 0.401, -0.573], [1.292, 2.008, -3.116], [-1.272, -0.715, 0.851], [3.459, -1.232, 0.944], [1.364, -1.624, 1.100], [-1.421, -2.119, -0.777], [-0.883, 0.463, 2.608], [0.569, -2.101, 0.087]], "multiplicity": 1, "relative_energy_kcal_mol": 1.3, "e_lumo_ha": 0.07091, "total_charge": -1, "total_energy_ha": -5067.60345}

=====

{"formula": "CH5N2P", "method": "ωB97M-V with the def2-TZVPD basis set", "elements": ["N", "N", "H", "H", "H", "H", "P", "H", "C"], "xyz": [[0.318, 0.053, 0.094], [-1.076, 2.157, 0.450], [1.688, -1.584, -0.037], [0.447, -1.321, -1.346], [-1.850, 2.704, 0.785], [0.841, 0.799, -0.446], [-1.083, 0.577, 0.817], [-0.001, -2.098, -0.005], [0.715, -1.289, -0.314]], "multiplicity": 1, "smiles": "[H]/N=P/NC", "relative_energy_kcal_mol": 1.6, "e_lumo_ha": 0.02296, "total_charge": 0, "total_energy_ha": -491.94488}

=====

{"formula": "C18H18N4O4", "method": "ωB97M-V with the def2-TZVPD basis set", "elements": ["C", "H", "C", "O", "C", "H", "H", "O", "C", "C", "C", "C", "C", "N", "H", "N", "C", "N", "H", "C", "H", "H", "C", "C", "C", "H", "C", "H", "H", "O", "H", "H", "O", "H", "C", "N", "H", "H", "C", "C", "H", "H", "H", "C"], "xyz": [[-1.790, 2.255, -0.600], [2.413, -6.948, 0.945], [-5.211, 6.750, -2.123], [-1.081, 3.119, -0.127], [-5.459, 4.067, -2.495], [5.226, -2.867, 0.136], [0.025, -3.587, -0.078], [1.759, -5.074, 0.789], [2.883, -3.014, 1.618], [1.742, -0.934, 1.127], [-6.331, 6.276, -2.788], [-6.449, 4.906, -2.974], [0.715, -1.626, 0.487], [-3.320, 3.920, -1.314], [-1.177, -1.549, -0.581], [-0.508, 0.334, -0.042], [4.924, -3.056, 2.884], [-4.257, 5.964, -1.659], [1.694, 0.141, 1.182], [5.902, -2.292, 2.037], [3.591, -1.065, 2.150], [-2.305, 0.356, -1.055], [0.796, -3.015, 0.414], [2.753, -5.959, 1.253], [2.800, -1.624, 1.676], [-5.064, 7.807, -1.948], [5.935, -2.302, 0.718], [-7.085, 6.956, -3.150], [-7.305, 4.493, -3.487], [-3.820, 1.722, -1.787], [5.461, -3.858, 3.407], [3.726, -5.753, 0.801], [3.910, -3.728, 2.173], [4.490, -2.395, 3.648], [-3.110, 2.591, -1.312], [-1.579, 0.922, -0.597], [6.668, -1.742, 0.166], [-5.509, 2.999, -2.616], [-4.376, 4.654, -1.840], [-0.409, -0.934, -0.094], [2.846, -5.931, 2.340], [6.620, -1.724, 2.612], [-2.593, 4.470, -0.858], [1.856, -3.725, 0.963]], "multiplicity": 1, "smiles": "C=CCOc1ccc(/C=N/NC(=O)C(=O)Nc2ccccn2)cc1OC", "relative_energy_kcal_mol": 74.7, "e_lumo_ha": 0.00074, "total_charge": 0, "total_energy_ha": -1216.66147}

=====

{"formula": "C29H30FeN", "method": "ωB97M-V with the def2-TZVPD basis set", "elements": ["C", "H", "C", "C", "C", "C", "C", "H", "C", "H", "H", "C", "H", "C", "H", "C", "C", "H", "H", "C", "C", "Fe", "H", "C", "H", "H", "H", "H", "C", "C", "H", "C", "C", "C", "H", "C", "H", "C", "H", "H", "C", "C", "H", "H", "H", "H", "H", "C", "H", "H", "H", "H", "N", "C", "C", "H", "C", "C", "C", "H", "H"], "xyz": [[4.172, 0.130, 2.868], [-2.794, -3.416, -3.800], [0.557, 0.056, -0.348], [3.047, 0.394, -0.869], [-0.753, -0.222, 1.722], [-2.899, -0.588, 2.765], [-2.055, 0.085, -3.175], [-2.548, -1.064, 3.692], [4.109, 1.229, -1.209], [4.398, 2.262, 2.520], [-3.125, -1.390, 2.042], [3.732, 1.399, 2.476], [-3.721, 2.423, 3.521], [-2.004, -0.556, -0.925], [3.251, -0.592, -0.434], [1.492, 2.085, -1.604], [0.393, -2.551, -2.975], [2.344, 3.765, -2.655], [3.589, -1.927, 3.209], [-1.853, -3.169, -3.313], [-3.662, 1.770, 2.647], [-1.207, -1.549, -2.410], [-0.575, -2.380, -5.021], [-0.128, -3.063, -1.719], [0.094, 0.813, -3.210], [0.470, 2.461, -1.708], [1.310, -1.634, 2.283], [0.450, -3.248, -0.818], [-2.207, 1.716, 2.161], [-2.845, -0.461, -2.102], [-2.328, -0.893, 0.052], [3.870, 2.439, -1.871], [-0.721, 0.336, -2.667], [-0.672, -2.619, -3.964], [5.132, 0.935, -0.953], [0.302, 0.584, 1.051], [-2.153, -3.926, -1.193], [2.555, 2.847, -2.103], [2.071, 2.547, 1.664], [-2.405, 0.341, -4.175], [1.992, -0.784, 2.342], [3.285, -0.947, 2.846], [4.709, 3.069, -2.178], [-4.414, 0.261, 4.030], [5.196, -0.006, 3.222], [0.918, -0.986, -0.232], [-3.908, -0.699, -2.133], [-0.674, -0.039, -1.255], [-0.646, -1.319, 1.753], [1.424, -2.261, -3.163], [-1.534, 2.315, 2.796], [0.005, 1.644, 0.990], [-1.835, 0.284, 2.238], [2.431, 1.571, 2.008], [1.722, 0.843, -1.003], [-4.297, 2.201, 1.870], [-1.515, -3.438, -1.925], [1.594, 0.462, 1.865], [-4.095, 0.338, 2.991], [-4.926, 0.018, 2.357], [-2.115, 2.102, 1.131]], "multiplicity": 5, "relative_energy_kcal_mol": 46.6, "e_lumo_ha": [0.10691, 0.10401], "total_charge": -1, "s_squared": 6.09, "total_energy_ha": -2441.31268}

=====

{"formula": "C6H11NO", "method": "ωB97M-V with the def2-TZVPD basis set", "elements": ["H", "H", "H", "C", "H", "H", "H", "C", "C", "C", "C", "N", "C", "O", "H", "H", "H", "H", "H"], "xyz": [[-0.519, -3.402, -1.619], [-1.465, 0.808, 0.278], [1.245, 0.623, -1.044], [1.102, 3.151, 1.328], [0.370, 2.235, -0.875], [0.990, 0.847, 1.716], [-0.863, -4.001, 0.002], [0.627, 1.294, -0.363], [-0.589, 0.436, -0.317], [1.277, 1.615, 1.050], [-1.146, -3.237, -0.682], [-1.211, -1.855, -0.168], [-0.588, -0.875, -0.838], [1.300, 3.853, 0.380], [-1.959, -1.585, 0.454], [-2.160, -3.629, -1.017], [2.393, 1.528, 0.852], [1.103, 3.496, 2.406], [0.093, -1.304, -1.543]], "multiplicity": 1, "smiles": "CN/C=C/CCC=O", "relative_energy_kcal_mol": 78.2, "e_lumo_ha": 0.03607, "total_charge": 0, "total_energy_ha": -365.10689}

=====

{"formula": "C11H18N2O2", "method": "ωB97M-V with the def2-TZVPD basis set", "elements": ["H", "N", "N", "H", "H", "H", "H", "H", "H", "C", "H", "H", "C", "C", "C", "H", "H", "H", "O", "C", "C", "C", "C", "O", "H", "H", "C", "C", "H", "H", "C", "H", "H"], "xyz": [[-2.380, -0.473, 1.676], [3.409, 2.369, 0.851], [-3.829, -0.113, 0.305], [-2.577, -1.182, -0.838], [4.486, -1.383, -1.109], [-0.142, -0.805, -0.080], [-4.066, 1.930, 0.578], [3.087, -0.190, -1.249], [-4.081, -2.139, -0.320], [-3.711, 1.074, -0.061], [5.448, 0.622, -0.392], [-4.106, 1.290, -1.113], [-1.050, 1.497, -0.628], [-3.266, -0.241, 1.597], [3.744, -0.837, -0.532], [-3.677, 0.444, 2.261], [-4.131, -0.956, -1.539], [0.870, -1.847, -1.214], [0.882, 0.436, -1.365], [4.705, 0.052, 0.185], [0.805, -1.013, -0.617], [0.486, 1.482, -0.710], [1.831, -0.958, 0.658], [3.011, -1.635, 0.046], [5.056, -0.286, 0.915], [0.745, 2.479, -1.445], [-2.211, 1.406, -0.550], [3.872, 1.299, 0.654], [1.932, -0.051, 1.320], [-3.794, -1.447, 1.862], [-3.617, -1.181, -0.521], [0.862, 1.961, 0.284], [1.408, -1.601, 1.091]], "multiplicity": 1, "relative_energy_kcal_mol": 360.6, "e_lumo_ha": 0.02385, "total_charge": 0, "total_energy_ha": -689.44035}

=====

What is the formula in the second record?
C4H12

=====

Number 5 is which compound?
C18H18N4O4

=====

Repeat the seventh record exactly.
{"formula": "C6H11NO", "method": "ωB97M-V with the def2-TZVPD basis set", "elements": ["H", "H", "H", "C", "H", "H", "H", "C", "C", "C", "C", "N", "C", "O", "H", "H", "H", "H", "H"], "xyz": [[-0.519, -3.402, -1.619], [-1.465, 0.808, 0.278], [1.245, 0.623, -1.044], [1.102, 3.151, 1.328], [0.370, 2.235, -0.875], [0.990, 0.847, 1.716], [-0.863, -4.001, 0.002], [0.627, 1.294, -0.363], [-0.589, 0.436, -0.317], [1.277, 1.615, 1.050], [-1.146, -3.237, -0.682], [-1.211, -1.855, -0.168], [-0.588, -0.875, -0.838], [1.300, 3.853, 0.380], [-1.959, -1.585, 0.454], [-2.160, -3.629, -1.017], [2.393, 1.528, 0.852], [1.103, 3.496, 2.406], [0.093, -1.304, -1.543]], "multiplicity": 1, "smiles": "CN/C=C/CCC=O", "relative_energy_kcal_mol": 78.2, "e_lumo_ha": 0.03607, "total_charge": 0, "total_energy_ha": -365.10689}

=====

Look up the multiplicity of the third one.
1